(1)
ORCA calculation (wB97M-V/def2-TZVPD) on a 10-piece molecular cluster, C31H45B2F4N10O7S overall at a distorted geometry.

- E_tot: -85139.4278 eV
- F_max: 10.23 eV/A
- Charge: +1
- Lowest unoccupied orbital energy: -5.90 eV
- Frontier orbital gap: 6.61 eV

Positions of all 100 atoms, in Å:
C: 5.98 -1.72 0.88
C: 4.57 -0.82 0.95
B: 3.30 -1.84 0.71
O: 3.55 -3.29 1.02
N: 1.91 -1.41 0.18
C: 1.81 -1.49 -1.34
C: 3.05 -1.95 -2.35
C: 4.15 -0.72 -2.61
O: 3.70 0.29 -3.40
F: 5.53 -0.72 -2.09
C: 0.42 -1.07 -2.10
C: -0.86 -0.62 -1.17
C: -2.21 -0.21 -2.07
B: -2.37 1.44 -2.01
O: -3.69 2.04 -1.59
O: -1.25 2.38 -2.36
C: -0.74 -0.57 0.46
C: -2.00 -0.16 1.41
O: -3.35 -0.26 0.85
C: -3.98 -1.56 1.11
C: 0.76 -0.97 1.10
S: 1.17 -0.92 2.94
O: 2.34 0.09 3.29
O: 0.00 -0.36 3.84
C: 1.49 -2.65 3.68
F: 0.59 -2.89 4.85
F: 2.93 -2.85 4.02
F: 1.03 -3.62 2.62
H: 5.97 -2.56 1.72
H: 6.91 -1.02 1.14
H: 6.12 -2.27 -0.14
H: 4.60 0.10 0.19
H: 4.59 -0.32 2.03
H: 2.91 -3.85 0.45
H: 2.58 -2.15 -3.43
H: 3.55 -2.96 -2.05
H: 0.34 -1.13 -3.28
H: -3.17 -0.79 -1.71
H: -2.06 -0.48 -3.21
H: -3.60 2.12 -0.58
H: -1.44 3.28 -1.93
H: -2.00 -0.94 2.31
H: -1.80 0.90 1.90
H: -4.88 -1.67 0.33
H: -3.16 -2.41 0.97
H: -4.40 -1.56 2.22
C: 4.21 3.44 2.28
C: 5.11 2.23 2.47
N: 5.85 1.22 2.64
H: 3.89 3.83 3.25
H: 4.76 4.22 1.74
H: 3.33 3.16 1.70
C: 6.62 -5.64 3.10
C: 7.49 -4.81 2.16
N: 8.20 -4.12 1.39
H: 6.29 -6.54 2.59
H: 7.20 -5.92 3.99
H: 5.75 -5.06 3.41
C: -6.29 1.19 -4.24
C: -5.39 -0.02 -4.04
N: -4.65 -1.03 -3.88
H: -6.61 1.58 -3.26
H: -5.74 1.97 -4.77
H: -7.17 0.91 -4.81
C: -3.92 2.56 -7.93
C: -5.23 2.87 -7.23
N: -6.32 3.12 -6.64
H: -3.62 3.41 -8.56
H: -3.13 2.38 -7.19
H: -4.03 1.68 -8.56
C: -8.56 -1.96 -6.40
C: -9.46 -1.10 -5.52
N: -10.20 -0.39 -4.79
H: -8.76 -1.75 -7.45
H: -7.51 -1.74 -6.18
H: -8.75 -3.02 -6.20
C: 4.10 2.70 6.69
C: 3.80 4.07 6.11
N: 3.54 5.20 5.63
H: 3.67 2.61 7.69
H: 3.69 1.92 6.05
H: 5.19 2.56 6.76
C: -7.90 -0.75 2.92
C: -7.33 -1.60 1.81
N: -6.85 -2.32 0.88
H: -8.75 -1.26 3.38
H: -7.14 -0.56 3.68
H: -8.24 0.21 2.52
C: 5.79 6.17 8.90
C: 6.68 4.95 9.09
N: 7.42 3.95 9.26
H: 5.47 6.56 9.87
H: 6.33 6.95 8.36
H: 4.90 5.89 8.32
C: -0.95 -0.06 -5.96
C: -1.38 0.19 -7.40
N: -1.74 0.40 -8.59
H: -1.77 0.18 -5.28
H: -0.68 -1.11 -5.83
H: -0.09 0.56 -5.71

(2)
ORCA calculation (wB97M-V/def2-TZVPD) on a 2-piece molecular cluster, C14H14BBrClNO9 overall at a distorted geometry.

- E_tot: -117906.5021 eV
- F_max: 1.75 eV/A
- Lowest unoccupied orbital energy: -0.51 eV
- Frontier orbital gap: 9.53 eV

Positions of all 41 atoms, in Å:
O: -3.35 -0.03 2.80
C: -2.43 0.57 2.39
Cl: -1.04 0.82 3.51
C: -2.32 1.19 1.02
C: -2.03 0.12 -0.07
C: -1.27 0.82 -1.22
C: -2.07 1.88 -1.90
O: -2.46 2.88 -1.43
Br: -2.37 1.58 -3.83
O: -1.23 -0.89 0.57
C: -0.85 -1.94 -0.19
O: -1.57 -2.89 -0.32
C: 0.51 -1.91 -0.82
C: 0.93 -3.05 -1.49
C: 2.20 -3.07 -2.06
C: 2.97 -1.92 -1.93
C: 2.45 -0.83 -1.24
N: 1.25 -0.81 -0.68
B: -3.46 -0.45 -0.58
O: -4.53 -0.51 0.26
O: -3.65 -0.84 -1.88
H: -1.53 1.93 1.03
H: -3.26 1.68 0.82
H: -0.40 1.33 -0.81
H: -0.93 0.11 -1.97
H: 0.28 -3.91 -1.54
H: 2.55 -3.95 -2.56
H: 3.96 -1.87 -2.35
H: 3.05 0.07 -1.16
H: -4.85 -1.42 0.31
H: -2.84 -1.19 -2.26
O: 0.83 2.49 0.39
C: 1.73 2.11 1.08
O: 2.88 2.79 1.27
C: 3.59 2.15 2.35
C: 3.02 0.75 2.31
O: 1.72 0.96 1.77
H: 4.66 2.20 2.17
H: 3.35 2.68 3.28
H: 3.58 0.09 1.64
H: 2.95 0.28 3.29